# C47H46AsCdN3OP2S4

A molecular structure, C47H46AsCdN3OP2S4 (ωB97M-V with the def2-TZVPD basis set, the Open Molecules 2025 dataset).

Computed properties:
electronic energy = -183329.4438 eV
Kohn-Sham gap = 5.39 eV
net charge = -2
relative energy (zero: lowest compared OMol25 entry of this formula, charge and spin) = 0.0 kcal per mole
largest force on an atom = 1.6 eV/Å

Atoms and positions in Å:
Cd (2.6600, 0.9470, -0.0945)
C (-2.5509, -1.7174, -0.3309)
N (-2.9483, -0.8351, 0.7576)
C (-2.0546, -0.5555, 1.8725)
P (-0.7333, 0.7840, 1.6406)
C (-1.7925, 2.1268, 0.9477)
C (-2.0155, 2.0624, -0.4309)
C (-2.8151, 2.9955, -1.0738)
C (-3.3919, 4.0333, -0.3475)
C (-3.1422, 4.1355, 1.0136)
C (-2.3471, 3.1893, 1.6549)
C (-0.4838, 1.3434, 3.3828)
C (-1.4355, 1.3633, 4.4117)
C (-1.1215, 1.8776, 5.6623)
C (0.1517, 2.3869, 5.9078)
C (1.1071, 2.3678, 4.9042)
C (0.7908, 1.8463, 3.6536)
C (-4.2457, -0.3485, 0.7487)
C (-4.6896, 0.6004, 1.6904)
C (-5.9911, 1.0697, 1.6765)
C (-6.9173, 0.6286, 0.7374)
C (-6.4937, -0.3026, -0.1977)
C (-5.1928, -0.7906, -0.2003)
P (-0.7167, -1.8811, -0.7050)
C (-0.1854, -3.1799, 0.4912)
C (-0.7051, -4.4716, 0.5721)
C (-0.2143, -5.3735, 1.5068)
C (0.8020, -4.9920, 2.3787)
C (1.3131, -3.7035, 2.3205)
C (0.8201, -2.8057, 1.3798)
C (-0.9506, -2.8203, -2.2819)
C (-0.1797, -3.9388, -2.6077)
C (-0.2764, -4.5384, -3.8575)
C (-1.1477, -4.0354, -4.8139)
C (-1.9060, -2.9126, -4.5145)
C (-1.7964, -2.3059, -3.2700)
H (-2.9521, -1.3114, -1.2542)
H (-2.9920, -2.7138, -0.2102)
H (-1.5008, -1.4652, 2.1000)
H (-2.6636, -0.3636, 2.7439)
H (-1.5316, 1.2771, -1.0088)
H (-2.9763, 2.9229, -2.1439)
H (-4.0195, 4.7645, -0.8446)
H (-3.5678, 4.9545, 1.5838)
H (-2.1536, 3.2888, 2.7167)
H (-2.4401, 0.9937, 4.2557)
H (-1.8724, 1.8820, 6.4448)
H (0.3943, 2.7900, 6.8851)
H (2.1140, 2.7421, 5.0547)
H (1.5718, 1.8288, 2.8982)
H (-4.0037, 1.0117, 2.4135)
H (-6.2788, 1.8100, 2.4153)
H (-7.9325, 1.0062, 0.7320)
H (-7.1848, -0.6687, -0.9490)
H (-4.9229, -1.5266, -0.9423)
H (-1.4945, -4.7801, -0.1052)
H (-0.6199, -6.3770, 1.5516)
H (1.1955, -5.7003, 3.0989)
H (2.1044, -3.3912, 2.9915)
H (1.2341, -1.8005, 1.3301)
H (0.5195, -4.3365, -1.8836)
H (0.3500, -5.3921, -4.0868)
H (-1.2164, -4.4981, -5.7908)
H (-2.5665, -2.4850, -5.2597)
H (-2.3576, -1.3953, -3.0906)
N (2.4947, -2.2813, -0.3973)
C (3.4914, -2.4208, -1.3873)
C (4.4603, -3.4193, -1.2280)
C (5.4598, -3.6266, -2.1630)
C (5.5254, -2.8099, -3.2855)
C (4.5472, -1.8413, -3.4552)
C (3.4984, -1.6388, -2.5534)
C (2.4210, -0.6680, -2.9352)
C (1.9307, -0.7637, -4.2495)
C (0.9896, 0.1257, -4.7514)
C (0.5072, 1.1280, -3.9167)
C (0.9731, 1.1976, -2.6056)
C (1.9331, 0.3166, -2.0762)
H (2.2225, -1.3250, -0.2009)
H (2.7754, -2.7047, 0.4754)
H (4.4227, -4.0282, -0.3304)
H (6.1968, -4.4049, -2.0015)
H (6.3279, -2.9132, -4.0069)
H (4.5982, -1.1886, -4.3174)
H (2.2889, -1.5654, -4.8848)
H (0.6442, 0.0356, -5.7756)
H (-0.2255, 1.8434, -4.2763)
H (0.5632, 1.9714, -1.9604)
S (6.5025, 0.8690, 3.1874)
As (4.7721, 1.4706, 2.1252)
S (3.1911, -0.1298, 2.1116)
S (5.0922, 1.7513, -0.0469)
S (3.8412, 3.2690, 2.8816)
C (2.3542, 5.9276, 1.3373)
N (2.0325, 4.8415, 0.4318)
C (2.9474, 4.6217, -0.6778)
C (1.2367, 3.8538, 0.8426)
O (1.0433, 2.7893, 0.2501)
H (3.3549, 5.7788, 1.7479)
H (1.6447, 5.9376, 2.1647)
H (2.2999, 6.8811, 0.8061)
H (3.1855, 5.5897, -1.1251)
H (2.4772, 3.9837, -1.4210)
H (3.8572, 4.1356, -0.3200)
H (0.6807, 4.0944, 1.7564)

These are the Löwdin partial charges, in e, on atoms 1 to 99: number 1, Cd, carries 1.03; number 2, C, carries -0.33; number 3, N, carries -0.16; number 4, C, carries -0.31; number 5, P, carries 1.09; number 6, C, carries -0.38; number 7, C, carries -0.11; number 8, C, carries -0.08; number 9, C, carries -0.11; number 10, C, carries -0.10; number 11, C, carries -0.10; number 12, C, carries -0.36; number 13, C, carries -0.12; number 14, C, carries -0.11; number 15, C, carries -0.10; number 16, C, carries -0.09; number 17, C, carries -0.16; number 18, C, carries -0.22; number 19, C, carries -0.03; number 20, C, carries -0.10; number 21, C, carries -0.13; number 22, C, carries -0.11; number 23, C, carries -0.04; number 24, P, carries 1.11; number 25, C, carries -0.38; number 26, C, carries -0.11; number 27, C, carries -0.10; number 28, C, carries -0.09; number 29, C, carries -0.07; number 30, C, carries -0.18; number 31, C, carries -0.35; number 32, C, carries -0.09; number 33, C, carries -0.09; number 34, C, carries -0.11; number 35, C, carries -0.10; number 36, C, carries -0.11; number 37, H, carries 0.04; number 38, H, carries 0.10; number 39, H, carries 0.07; number 40, H, carries 0.05; number 41, H, carries 0.08; number 42, H, carries 0.10; number 43, H, carries 0.09; number 44, H, carries 0.09; number 45, H, carries 0.10; number 46, H, carries 0.08; number 47, H, carries 0.09; number 48, H, carries 0.09; number 49, H, carries 0.06; number 50, H, carries -0.04; number 51, H, carries 0.08; number 52, H, carries 0.10; number 53, H, carries 0.08; number 54, H, carries 0.09; number 55, H, carries 0.09; number 56, H, carries 0.10; number 57, H, carries 0.09; number 58, H, carries 0.09; number 59, H, carries 0.11; number 60, H, carries 0.01; number 61, H, carries 0.10; number 62, H, carries 0.10; number 63, H, carries 0.09; number 64, H, carries 0.10; number 65, H, carries 0.09; number 66, N, carries 0.06; number 67, C, carries -0.23; number 68, C, carries -0.04; number 69, C, carries -0.11; number 70, C, carries -0.12; number 71, C, carries -0.06; number 72, C, carries -0.14; number 73, C, carries -0.24; number 74, C, carries -0.07; number 75, C, carries -0.12; number 76, C, carries -0.12; number 77, C, carries -0.18; number 78, C, carries -0.21; number 79, H, carries -0.06; number 80, H, carries 0.05; number 81, H, carries 0.11; number 82, H, carries 0.09; number 83, H, carries 0.09; number 84, H, carries 0.11; number 85, H, carries 0.10; number 86, H, carries 0.08; number 87, H, carries 0.08; number 88, H, carries 0.05; number 89, S, carries -0.28; number 90, As, carries -0.56; number 91, S, carries -0.12; number 92, S, carries -0.21; number 93, S, carries -0.08; number 94, C, carries -0.10; number 95, N, carries -0.19; number 96, C, carries -0.06; number 97, C, carries -0.37; number 98, O, carries -0.16; number 99, H, carries 0.04


# C47H46AsCl2CsN6OS2Se

A molecular structure, C47H46AsCl2CsN6OS2Se (ωB97M-V with the def2-TZVPD basis set, the Open Molecules 2025 dataset).

Computed properties:
electronic energy = -233924.2265 eV
Kohn-Sham gap = 6.40 eV
net charge = 0
relative energy (zero: lowest compared OMol25 entry of this formula, charge and spin) = 7.7 kcal per mole
largest force on an atom = 0.6 eV/Å

Atoms and positions in Å:
Cs (0.1688, -0.2557, -0.4105)
Cl (-0.7670, 2.7840, -0.0150)
C (-2.4006, 3.0922, -0.5730)
C (-3.0360, 4.1738, 0.0119)
C (-4.3316, 4.4886, -0.3539)
C (-4.9646, 3.7084, -1.3072)
C (-4.3108, 2.6315, -1.8781)
Cl (-5.1948, 1.7103, -3.0525)
C (-2.9813, 2.2476, -1.5491)
S (-2.2128, 0.8956, -2.2683)
H (-2.5099, 4.7617, 0.7530)
H (-4.8409, 5.3304, 0.0956)
H (-5.9788, 3.9251, -1.6156)
S (1.7470, -6.9968, -1.9842)
C (1.0080, -5.5845, -1.2240)
C (-0.0329, -4.8486, -1.7738)
C (-0.5154, -3.7643, -1.0558)
N (-0.0629, -3.3984, 0.1397)
C (0.9351, -4.1151, 0.6584)
C (1.5032, -5.2032, 0.0221)
C (1.1123, -6.8888, -3.6449)
C (1.7177, -6.0505, -4.5673)
C (1.2014, -6.0103, -5.8559)
N (0.1633, -6.7422, -6.2514)
C (-0.4016, -7.5493, -5.3574)
C (0.0325, -7.6594, -4.0419)
H (-0.4600, -5.0935, -2.7359)
H (-1.2951, -3.1312, -1.4723)
H (1.2928, -3.7999, 1.6330)
H (2.3233, -5.7392, 0.4821)
H (2.5712, -5.4452, -4.2924)
H (1.6453, -5.3635, -6.6042)
H (-1.2434, -8.1353, -5.7067)
H (-0.4614, -8.3238, -3.3463)
C (-2.0650, -4.4536, 4.4390)
C (-3.2337, -3.7698, 4.1413)
C (-3.1744, -2.4901, 3.5994)
C (-1.9469, -1.8907, 3.3427)
C (-0.7728, -2.5895, 3.6350)
C (-0.8336, -3.8591, 4.1869)
As (-1.7505, -0.1096, 2.5924)
C (-1.8431, 1.0041, 4.1740)
C (-1.7369, 2.3783, 3.9498)
C (-1.8783, 3.2717, 5.0010)
C (-2.0851, 2.7972, 6.2907)
C (-2.1585, 1.4306, 6.5239)
C (-2.0496, 0.5341, 5.4659)
C (-3.5234, 0.1950, 1.8726)
C (-4.4277, 1.1420, 2.3468)
C (-5.6078, 1.3872, 1.6587)
C (-5.8941, 0.6944, 0.4895)
C (-5.0016, -0.2534, 0.0116)
C (-3.8222, -0.4975, 0.6998)
H (-2.1118, -5.4489, 4.8623)
H (-4.1946, -4.2309, 4.3318)
H (-4.0873, -1.9546, 3.3664)
H (0.1894, -2.1387, 3.4145)
H (0.0798, -4.3960, 4.4145)
H (-1.5696, 2.7444, 2.9402)
H (-1.8167, 4.3363, 4.8154)
H (-2.1908, 3.4934, 7.1135)
H (-2.3233, 1.0616, 7.5288)
H (-2.1396, -0.5317, 5.6416)
H (-4.2112, 1.6972, 3.2510)
H (-6.2984, 2.1351, 2.0275)
H (-6.7998, 0.9103, -0.0630)
H (-5.1987, -0.7706, -0.9179)
H (-3.1151, -1.2162, 0.2980)
C (1.8799, 0.3952, 5.3101)
N (1.9030, 1.2734, 4.1581)
C (2.0788, 0.8880, 2.8706)
Se (2.5151, -0.7852, 2.2596)
N (1.9473, 2.0004, 2.1066)
C (1.7237, 3.1195, 2.9026)
C (1.5383, 4.4565, 2.6031)
C (1.3692, 5.3217, 3.6766)
C (1.3796, 4.8590, 4.9921)
C (1.5425, 3.5113, 5.2829)
C (1.7100, 2.6540, 4.2125)
H (2.0513, -0.6199, 4.9635)
H (0.9078, 0.4614, 5.7999)
H (2.6679, 0.6755, 6.0096)
H (2.1046, 1.9862, 1.1138)
H (1.5224, 4.8098, 1.5807)
H (1.2270, 6.3772, 3.4867)
H (1.2455, 5.5642, 5.8015)
H (1.5247, 3.1461, 6.3010)
C (2.8919, 1.8086, -5.0561)
N (3.1338, 1.3770, -3.6867)
C (3.2159, 2.4459, -2.7041)
C (2.7178, 0.1624, -3.2228)
O (2.3565, 0.0001, -2.0587)
N (2.7115, -0.8857, -4.1271)
C (3.8822, -1.1337, -4.9571)
C (2.0590, -2.0990, -3.6554)
H (2.1918, 2.6471, -5.0550)
H (2.4438, 1.0054, -5.6329)
H (3.8170, 2.1288, -5.5401)
H (3.8190, 3.2520, -3.1199)
H (3.6958, 2.0774, -1.8008)
H (2.2253, 2.8342, -2.4472)
H (4.3689, -0.2028, -5.2273)
H (3.5874, -1.6541, -5.8689)
H (4.6127, -1.7538, -4.4243)
H (1.0758, -1.8522, -3.2629)
H (2.6353, -2.6020, -2.8711)
H (1.9363, -2.7745, -4.5019)

These are the Löwdin partial charges, in e, on atoms 1 to 99: number 1, Cs, carries 0.71; number 2, Cl, carries 0.55; number 3, C, carries -0.65; number 4, C, carries -0.14; number 5, C, carries -0.11; number 6, C, carries -0.14; number 7, C, carries -0.70; number 8, Cl, carries 0.64; number 9, C, carries -0.80; number 10, S, carries 0.34; number 11, H, carries 0.09; number 12, H, carries 0.10; number 13, H, carries 0.10; number 14, S, carries 1.02; number 15, C, carries -0.51; number 16, C, carries -0.06; number 17, C, carries -0.17; number 18, N, carries 0.01; number 19, C, carries -0.14; number 20, C, carries -0.09; number 21, C, carries -0.55; number 22, C, carries -0.09; number 23, C, carries -0.14; number 24, N, carries 0.07; number 25, C, carries -0.13; number 26, C, carries -0.08; number 27, H, carries 0.11; number 28, H, carries 0.11; number 29, H, carries 0.09; number 30, H, carries 0.11; number 31, H, carries 0.11; number 32, H, carries 0.11; number 33, H, carries 0.11; number 34, H, carries 0.11; number 35, C, carries -0.09; number 36, C, carries -0.08; number 37, C, carries -0.09; number 38, C, carries -0.40; number 39, C, carries -0.14; number 40, C, carries -0.09; number 41, As, carries 1.28; number 42, C, carries -0.40; number 43, C, carries -0.14; number 44, C, carries -0.09; number 45, C, carries -0.09; number 46, C, carries -0.09; number 47, C, carries -0.10; number 48, C, carries -0.40; number 49, C, carries -0.09; number 50, C, carries -0.08; number 51, C, carries -0.09; number 52, C, carries -0.09; number 53, C, carries -0.14; number 54, H, carries 0.10; number 55, H, carries 0.10; number 56, H, carries 0.10; number 57, H, carries 0.03; number 58, H, carries 0.10; number 59, H, carries 0.08; number 60, H, carries 0.10; number 61, H, carries 0.10; number 62, H, carries 0.10; number 63, H, carries 0.10; number 64, H, carries 0.09; number 65, H, carries 0.10; number 66, H, carries 0.10; number 67, H, carries 0.10; number 68, H, carries 0.09; number 69, C, carries -0.02; number 70, N, carries -0.06; number 71, C, carries -0.77; number 72, Se, carries 0.58; number 73, N, carries 0.12; number 74, C, carries -0.19; number 75, C, carries -0.01; number 76, C, carries -0.08; number 77, C, carries -0.09; number 78, C, carries -0.01; number 79, C, carries -0.17; number 80, H, carries 0.04; number 81, H, carries 0.09; number 82, H, carries 0.10; number 83, H, carries 0.13; number 84, H, carries 0.11; number 85, H, carries 0.10; number 86, H, carries 0.11; number 87, H, carries 0.12; number 88, C, carries -0.05; number 89, N, carries -0.14; number 90, C, carries -0.04; number 91, C, carries -0.51; number 92, O, carries -0.18; number 93, N, carries -0.15; number 94, C, carries -0.05; number 95, C, carries -0.05; number 96, H, carries 0.10; number 97, H, carries 0.09; number 98, H, carries 0.09; number 99, H, carries 0.09